# C3H11N5O

C3H11N5O as an isolated structure in a non-equilibrium geometry (the ωB97M-V functional and the def2-TZVPD basis, the OMol25 dataset).

Each line ends with the Löwdin charge.
Element x y z (Å)
C  -0.215  -0.557  -0.361  -0.09
C  -2.559  0.122  0.187  -0.49
C  1.632  0.029  -0.421  -0.19
N  -3.141  1.273  0.502  0.26
N  1.705  1.376  -0.138  0.09
N  -1.100  0.337  0.093  0.18
N  -0.526  -1.756  -0.742  0.26
N  2.422  -0.756  0.577  0.23
O  -3.038  -0.905  -0.190  0.15
H  1.974  -0.248  -1.383  0.15
H  -2.446  1.936  0.533  0.09
H  -4.102  1.235  0.729  0.15
H  1.968  1.799  0.729  0.12
H  1.902  1.980  -0.955  0.15
H  -0.730  1.178  0.318  0.09
H  -0.049  -2.456  -1.206  0.13
H  -1.505  -1.857  -0.857  0.11
H  3.269  -0.165  0.859  0.22
H  1.898  -0.838  1.458  0.18
H  2.643  -1.725  0.268  0.20

Summary:
lowest unoccupied orbital energy: -7.689 eV
gap between HOMO and LUMO: 0.3806 Eh
charge: +2
spin multiplicity: 1

# C44H60BrCl2N7O3PRe

C44H60BrCl2N7O3PRe as an isolated structure in a non-equilibrium geometry (the ωB97M-V functional and the def2-TZVPD basis, the OMol25 dataset).

Each line ends with the Löwdin spin population.
Element x y z (Å)
Re  0.236  0.684  1.008  1.96
Cl  -4.174  0.850  6.386  0.00
C  -5.274  1.761  5.322  0.00
Cl  -5.365  1.233  3.648  0.00
H  -4.876  2.766  5.285  0.00
H  -6.237  1.699  5.748  0.00
C  2.415  3.198  3.811  0.00
C  1.984  1.874  4.427  0.00
C  2.674  1.363  5.528  0.00
C  2.347  0.212  6.202  0.00
C  1.198  -0.421  5.825  0.00
C  0.386  0.140  4.857  0.00
C  -0.979  -0.495  4.681  0.00
C  0.793  1.258  4.112  0.01
N  -0.035  1.630  3.002  0.03
C  -0.734  2.751  3.079  0.07
C  -0.810  3.675  4.331  0.01
C  -1.347  3.173  1.821  0.11
C  -2.316  4.307  1.828  0.02
N  -1.144  2.221  0.879  0.01
C  -1.764  2.471  -0.420  0.01
C  -2.733  1.598  -0.851  0.00
C  -3.207  0.466  0.047  0.00
C  -3.465  1.864  -2.060  0.00
C  -3.239  3.001  -2.850  0.00
C  -2.281  3.872  -2.354  0.00
C  -1.543  3.610  -1.180  0.00
C  -0.471  4.626  -0.849  0.00
H  1.732  3.569  3.009  0.00
H  3.313  3.074  3.173  0.00
H  2.617  3.926  4.546  0.00
H  3.621  1.860  5.822  0.00
H  3.006  -0.200  6.975  0.00
H  0.878  -1.253  6.487  0.00
H  -1.410  -0.429  3.700  0.00
H  -1.779  0.037  5.340  0.00
H  -1.007  -1.521  5.012  0.00
H  -0.240  3.395  5.185  0.00
H  -1.966  3.891  4.344  0.00
H  -0.576  4.738  4.007  0.00
H  -2.783  4.553  0.902  0.00
H  -1.843  5.171  2.297  0.00
H  -3.226  4.139  2.434  0.01
H  -3.643  0.805  0.944  0.00
H  -2.509  -0.310  0.299  0.00
H  -4.140  -0.078  -0.369  0.00
H  -4.287  1.179  -2.306  0.00
H  -3.742  3.194  -3.779  0.00
H  -1.880  4.685  -2.896  0.00
H  -0.814  5.598  -0.498  0.00
H  0.068  4.931  -1.737  0.00
H  0.226  4.316  -0.035  0.00
O  3.148  3.018  -0.711  0.06
C  2.348  2.592  0.052  0.05
N  1.543  2.135  0.792  0.05
N  0.218  0.163  -0.833  0.34
P  0.625  -0.773  -2.089  0.08
N  -0.585  -1.833  -2.526  0.01
C  -1.160  -2.667  -1.444  0.00
C  -1.735  -3.908  -2.062  0.00
C  -2.153  -3.731  -3.559  0.00
C  -2.777  -2.347  -3.690  0.00
C  -1.615  -1.307  -3.533  0.00
N  0.838  0.216  -3.346  0.01
C  1.086  -0.279  -4.755  0.00
C  2.284  0.535  -5.321  0.00
C  2.062  2.046  -4.984  0.00
C  0.647  2.332  -4.468  0.00
C  0.456  1.670  -3.174  0.01
N  1.921  -1.739  -1.914  0.02
C  1.935  -3.219  -1.849  0.00
C  3.122  -3.831  -2.539  0.00
C  4.372  -3.194  -2.051  0.00
C  4.385  -1.704  -2.227  0.00
C  3.191  -1.090  -1.467  0.00
H  -1.897  -2.176  -0.772  0.00
H  -0.281  -2.884  -0.798  0.00
H  -2.516  -4.279  -1.380  0.00
H  -0.974  -4.708  -2.038  0.00
H  -2.861  -4.502  -3.875  0.00
H  -1.207  -3.877  -4.158  0.00
H  -3.497  -2.158  -2.867  0.00
H  -3.295  -2.106  -4.618  0.00
H  -2.007  -0.285  -3.246  0.00
H  -1.209  -1.237  -4.540  0.00
H  0.199  -0.087  -5.387  0.00
H  1.233  -1.371  -4.718  0.00
H  2.346  0.448  -6.427  0.00
H  3.203  0.183  -4.852  0.00
H  2.249  2.686  -5.805  0.00
H  2.766  2.316  -4.127  0.00
H  -0.124  1.923  -5.143  0.00
H  0.513  3.413  -4.332  0.00
H  -0.668  1.661  -2.911  0.00
H  1.074  2.107  -2.396  0.00
H  1.023  -3.593  -2.287  0.00
H  1.896  -3.506  -0.801  0.00
H  3.014  -3.709  -3.685  0.00
H  3.163  -4.871  -2.422  0.00
H  5.311  -3.712  -2.343  0.00
H  4.473  -3.319  -0.955  0.00
H  4.211  -1.361  -3.248  0.00
H  5.316  -1.235  -1.846  0.00
H  3.244  0.032  -1.511  0.00
H  3.367  -1.469  -0.423  0.00
Br  1.139  -7.688  2.104  0.00
C  0.841  -5.818  2.141  0.00
C  -0.440  -5.350  1.677  0.00
C  -0.626  -3.955  1.730  0.00
C  0.378  -3.101  1.941  0.00
C  1.627  -3.650  2.321  0.00
C  1.888  -4.978  2.336  0.00
C  0.332  -1.680  1.817  0.02
O  -0.709  -1.104  1.492  0.03
O  1.350  -0.961  1.741  0.03
H  -1.303  -5.931  1.485  0.00
H  -1.629  -3.561  1.574  0.00
H  2.423  -2.948  2.584  0.00
H  2.854  -5.337  2.546  0.00

Summary:
lowest unoccupied orbital energy (alpha / beta): -3.821 / -4.422 eV
gap between HOMO and LUMO (alpha / beta): 0.2200 / 0.2326 Eh
charge: +1
spin multiplicity: 4

> Which value of spin multiplicity does entry 1 give?

1